ORCA calculation (ωB97M-V/def2-TZVPD) on a cluster of 11 separate species, C37H73N11O9 in total.

As for the SMILES: CNC(C)=O.CNC(C)=O.CNC(C)=O.CNC(C)=O.CNC(C)=O.CNC(C)=O.CNC(C)=O.CNC(C)=O.CNC(C)=O.c1ccncc1.c1ccncc1. The orbital gap comes out at 0.348 hartree. As for the LUMO energy: 0.3907 eV.

XYZ file:
```
130
Properties=species:S:1:pos:R:3:forces:R:3
H 13.2428 10.6214 15.9845 0.194 0.038 0.204
O 10.8212 14.7837 8.0398 0.456 0.144 0.025
N 17.7169 14.7644 9.5357 0.808 0.427 0.110
H 12.0056 13.4723 9.7356 0.347 -0.166 0.672
H 13.6227 14.1375 9.3111 -0.788 0.247 -0.214
H 15.8961 11.7767 11.1209 0.552 0.894 -0.126
H 18.5698 10.5082 16.7071 0.113 0.464 0.280
H 10.0420 17.4721 11.2161 -0.524 -0.152 -0.030
H 22.0186 15.5416 15.2699 0.027 -0.456 0.685
H 18.6431 14.1700 12.6383 0.183 0.640 -0.634
C 16.7883 14.4585 8.4894 0.962 -0.025 -1.088
C 17.3636 10.7899 12.8917 -0.828 -0.147 -0.239
H 8.5044 17.0102 12.0784 0.383 0.106 -0.012
H 9.9444 13.0509 13.8526 -0.604 0.336 -0.232
H 16.4226 13.4914 8.7126 -1.134 -0.782 0.380
H 22.7101 14.6216 16.7149 0.185 0.446 -0.171
C 16.0484 10.1878 12.3708 0.057 0.363 0.604
H 13.2188 10.1158 13.8637 0.527 0.123 0.004
N 14.4845 17.8166 10.5946 -0.501 1.043 -0.038
H 15.8191 17.0905 12.7215 -0.436 -0.411 0.493
H 12.7238 17.9084 12.4429 -0.091 0.155 -0.252
C 18.7121 14.8176 11.7290 0.473 -0.636 1.457
O 15.3914 18.6204 14.6668 -0.356 0.707 -0.335
N 12.0798 16.5649 8.7510 -0.810 -0.514 -0.752
C 15.4713 16.1159 13.1040 -0.324 0.066 -0.304
C 12.9259 13.9788 16.7358 -0.605 0.106 0.507
C 10.2215 13.4865 12.8853 0.372 0.389 -0.095
H 13.8375 9.6764 11.2754 0.041 -0.232 -0.007
H 18.1480 10.0593 12.7581 0.292 -0.169 0.171
C 12.6679 18.7775 11.7763 0.318 0.820 1.701
C 17.6969 14.2505 10.7746 -0.627 0.122 0.943
O 19.2712 13.7231 15.6575 0.329 0.566 0.125
C 13.8988 19.0102 11.0226 1.278 -2.087 -1.960
H 12.2422 18.4547 16.6956 -0.294 0.404 0.243
H 17.3800 8.8176 16.4529 -0.143 0.195 0.107
C 11.6520 17.4977 7.7476 1.127 1.659 -0.271
H 12.8221 16.9703 9.2985 0.301 -0.845 0.412
H 20.6912 15.8707 17.4793 0.068 -0.282 -0.088
C 15.2916 8.5093 16.1530 0.752 0.268 -0.230
C 14.7257 13.5456 13.7511 -0.649 -0.567 -1.323
H 17.8472 11.8420 17.7214 -0.309 -0.430 -0.116
C 10.3756 15.9539 12.5863 -0.083 -0.617 -0.036
H 17.4770 14.4352 17.3269 0.017 0.227 0.244
H 16.8103 16.0248 14.7888 0.129 0.273 0.254
H 16.3732 17.0888 10.1424 -0.177 0.039 -0.328
H 10.1042 12.7509 12.0989 -0.498 -0.079 -0.175
C 14.2142 14.2235 12.6403 0.052 0.816 1.010
H 19.7499 14.7963 11.3867 -0.135 -0.074 -0.267
H 12.6109 19.7074 12.3473 -0.844 -0.147 0.214
H 15.6396 7.4955 16.1521 -0.208 -0.708 -0.041
H 13.1621 20.5535 15.6386 -0.360 -0.104 -0.034
O 15.4661 11.3033 16.1854 -1.046 0.023 0.023
H 9.8258 18.0076 12.8266 -0.246 -0.120 0.234
C 15.7107 17.9088 9.8292 0.303 -0.835 0.466
C 18.3922 14.9918 17.5329 0.171 -0.084 -1.400
H 8.7063 14.8889 12.3560 -1.583 -0.058 -0.298
C 11.7954 14.6735 16.3264 0.291 -0.566 -0.734
H 11.1549 10.1702 17.9252 0.310 -0.015 -0.403
H 11.8919 11.0569 13.0665 0.359 -0.419 0.296
C 12.7001 18.4391 15.7192 1.815 0.409 0.497
N 11.8707 16.0625 18.2441 -0.528 1.334 0.482
H 11.7533 9.3506 13.3529 -0.465 -0.873 -0.317
C 16.4513 10.6304 16.4291 1.685 0.650 0.726
N 12.2464 10.6148 16.1381 -0.101 0.480 0.651
H 13.4414 11.3575 11.4680 0.168 0.121 -0.197
H 17.5800 11.6943 12.3433 0.261 0.119 -0.148
H 11.9825 18.3066 14.9424 -0.580 -0.077 -0.597
C 17.7959 11.2828 16.7799 -0.187 0.319 -1.698
C 11.7385 15.2199 8.7081 1.193 1.182 0.827
C 9.5855 17.1710 12.1705 0.676 0.413 -0.296
H 21.6880 13.8010 15.5812 -0.085 0.614 0.099
N 9.6619 14.7997 12.5166 1.632 -0.953 0.893
H 17.2610 11.0842 13.9409 -0.061 -0.357 -0.139
H 14.5971 8.6552 16.9756 -0.247 0.059 -0.120
H 10.6228 17.5000 7.4684 -0.878 -0.260 0.338
C 12.9276 15.4198 18.6780 0.247 -1.082 0.594
C 19.4600 14.5251 16.5571 0.341 0.024 0.588
H 14.8853 8.7376 15.1680 -0.241 0.007 0.137
C 12.5963 14.3858 9.6686 -0.083 0.116 -0.377
H 14.2098 13.7848 18.4419 0.843 -0.478 0.069
H 18.4807 15.4019 9.3775 -0.193 0.058 -0.252
H 18.7935 14.8130 18.5123 -0.215 0.072 0.658
N 16.4978 9.2959 16.3778 -0.611 -0.307 0.026
H 13.9726 10.7355 9.8654 0.168 0.110 0.446
C 14.1252 10.6697 10.9563 -0.163 -0.109 -0.365
N 13.5490 19.6398 15.4819 -1.294 -0.470 0.289
H 16.2432 20.8213 14.2760 0.376 0.767 -0.078
H 16.0297 15.2336 8.3693 -0.115 -0.267 -0.002
H 17.3243 14.2709 7.5333 -0.222 0.607 0.472
C 21.8467 14.7819 16.0690 0.265 -0.667 -0.645
N 14.5312 15.4984 12.3604 0.766 -0.490 -0.165
H 16.1949 13.7058 15.2571 0.286 -0.593 0.979
N 15.5081 10.8919 11.3352 -0.855 -1.257 0.487
H 10.4956 16.3067 16.7258 -0.086 -0.203 0.251
H 13.3748 15.6348 19.6826 -0.619 0.214 -1.013
C 14.7204 19.6420 14.8235 0.234 -0.875 0.611
O 14.3226 20.0829 10.6409 -0.082 0.482 0.398
C 11.3166 15.6926 17.0942 -0.014 0.804 0.238
H 13.4987 13.7461 11.9845 -0.022 -0.004 0.017
H 11.2742 14.4378 15.4172 0.063 -0.109 -0.365
H 11.9498 18.5078 8.1241 -0.560 -0.592 -0.267
H 14.3974 12.4816 13.8847 0.683 1.103 0.229
H 12.7686 14.9421 10.6111 -0.518 -0.442 -0.380
H 14.7706 21.1414 13.2920 0.561 -0.136 1.311
H 15.5901 17.9174 8.7387 -0.215 -0.171 0.176
C 13.4349 14.3371 17.9733 0.335 -0.003 -0.235
C 16.0259 15.5440 14.2417 -0.444 -1.090 -1.187
H 12.1971 17.4159 6.8025 0.145 -0.376 -0.028
C 15.6686 14.2166 14.4986 0.166 0.596 0.164
O 16.8722 13.4404 11.1989 0.241 0.295 -0.910
H 14.2222 16.9527 11.0900 0.411 0.168 -0.168
C 12.1552 10.2402 13.7702 -0.566 1.378 -0.166
H 12.5328 11.2697 18.1471 -0.597 -0.205 -0.898
O 15.5167 9.1982 12.8797 0.363 0.601 -0.386
H 11.8598 18.6657 11.0839 -0.603 0.071 -0.294
H 13.3067 13.1515 16.1518 0.159 0.048 0.148
H 13.3591 17.5722 15.7581 0.053 0.025 -0.319
O 11.5638 15.9782 12.8770 -0.341 0.198 0.063
H 11.2843 13.6181 12.9601 0.640 0.322 0.011
H 18.2668 16.0617 17.3348 -0.315 -0.111 0.363
O 10.2146 10.6922 15.1280 1.377 0.055 -0.069
N 20.6954 15.0479 16.8905 -0.745 -0.115 -0.600
H 16.2049 18.8220 10.0970 0.261 0.580 0.068
C 11.4480 10.5571 15.0636 -1.414 -0.438 -0.236
H 14.8801 21.8654 14.9658 0.292 -0.647 -0.230
C 15.1786 20.9930 14.3504 -0.379 0.015 -1.445
H 17.9639 12.0369 15.9578 0.078 -0.766 0.958
H 18.5074 15.8453 12.0562 -0.261 -0.207 -0.300
H 10.9798 11.8062 17.4058 0.438 -0.053 -0.403
C 11.7126 10.9868 17.4346 0.107 -0.008 1.407
```
Positions in Å, forces in eV/Å.


ORCA calculation (ωB97M-V/def2-TZVPD) on the molecule C18H17NO4.

As for the SMILES: CCCC(=O)Oc1cccc([C@@H]2NC(=O)c3ccccc3O2)c1. The orbital gap comes out at 0.348 hartree. As for the LUMO energy: 0.5656 eV.

XYZ file:
```
40
Properties=species:S:1:pos:R:3:forces:R:3
H 1.7416 -1.4214 7.2480 0.068 -0.104 0.075
H 1.7931 2.2586 -3.6664 0.104 0.046 0.065
O 1.0696 -1.1591 2.3123 0.304 -0.195 -0.356
C -0.6140 0.0084 -0.7534 0.121 0.122 0.037
O -0.5400 0.0694 3.3110 0.071 -0.044 -0.010
C 0.4929 -1.1193 1.0517 -0.260 -0.088 -0.337
H 1.0352 0.0284 7.9606 0.019 0.014 0.125
C -0.0636 0.0336 0.5210 0.053 0.024 -0.024
H 0.0196 -3.2126 -1.5489 0.010 -0.091 -0.042
C -1.1713 0.5066 -5.4019 0.028 0.035 0.117
O -3.5905 0.3687 -3.8256 -0.118 -0.151 -0.200
C -1.2025 1.2943 -1.3218 0.019 -0.347 0.514
H 0.4517 0.8813 5.6981 -0.089 -0.032 -0.010
C -0.1913 1.5163 -3.4428 -0.046 -0.141 -0.349
C -1.2743 0.8965 -4.0714 0.176 0.110 0.066
H -1.0186 -1.1962 -2.4838 -0.039 -0.053 -0.044
C 1.5361 -0.3663 7.0805 -0.169 0.043 -0.159
N -2.4482 1.0710 -2.0133 -0.050 0.291 0.127
C -0.0062 0.7360 -6.1064 -0.079 -0.065 -0.106
H 2.4847 0.1533 6.9642 0.132 0.035 0.046
C 1.0587 1.3722 -5.4843 -0.022 0.017 0.108
H 0.0728 0.4311 -7.1384 0.003 -0.025 -0.085
H 1.5545 -1.7942 4.7006 0.071 0.008 -0.055
C 0.5311 -2.2915 0.3067 0.088 0.230 0.374
C 0.6652 -0.1783 5.8458 0.183 -0.074 -0.067
C -2.5431 0.7246 -3.3285 -0.057 0.145 0.160
H 1.9679 1.5626 -6.0346 0.081 0.021 -0.033
H -3.2791 0.9648 -1.4510 -0.004 -0.029 -0.107
H -1.3808 1.9986 -0.4971 0.018 -0.219 -0.214
C 0.4953 -0.5335 3.3623 -0.132 0.072 0.405
C 0.9730 1.7628 -4.1607 -0.058 0.040 0.199
O -0.2542 1.9383 -2.1480 0.060 0.238 -0.279
C 1.3437 -0.7279 4.5945 -0.326 0.195 0.151
H -0.2903 -0.6865 5.9845 -0.043 0.078 -0.031
H 0.9780 -3.1740 0.7365 0.040 -0.096 0.065
C -0.5861 -1.1644 -1.4955 -0.059 -0.047 0.000
H -2.0272 0.0332 -5.8586 -0.083 -0.028 -0.032
C -0.0054 -2.3048 -0.9662 -0.037 0.081 -0.107
H -0.0774 0.9450 1.0970 -0.025 0.054 0.055
H 2.2994 -0.2256 4.4233 0.046 -0.069 -0.041
```
Positions in Å, forces in eV/Å.


ORCA calculation (ωB97M-V/def2-TZVPD) on the molecule C2H3Cl2F2N.

As for the SMILES: CC(F)(F)N(Cl)Cl. The orbital gap comes out at 0.372 hartree. As for the LUMO energy: 0.5092 eV.

XYZ file:
```
10
Properties=species:S:1:pos:R:3:forces:R:3
N 0.2555 -1.0970 -1.0026 -1.413 2.300 3.189
C -0.3389 0.3157 -0.2410 1.920 -2.779 0.085
H -0.7699 0.9766 1.7356 0.431 -0.159 -0.111
H -0.2836 -0.7538 1.6397 0.380 0.624 -0.197
H 1.0961 0.6202 1.4537 -3.197 -1.112 -0.272
Cl -0.4191 -1.1334 -2.5297 -0.094 -0.038 -1.391
F 0.2020 1.3251 -0.8959 0.291 0.824 -0.002
F -1.6140 0.3240 -0.4690 -1.801 -0.169 -0.408
C -0.0680 0.2675 1.2705 2.632 0.746 -0.444
Cl 1.9400 -0.8449 -0.9614 0.852 -0.236 -0.450
```
Positions in Å, forces in eV/Å.


ORCA calculation (ωB97M-V/def2-TZVPD) on a structure of composition C19H10N5O4RhSe.

The net charge is +2. The orbital gap (alpha / beta) comes out at 0.189 / 0.189 hartree. As for the LUMO energy (alpha / beta): -9.9023 / -9.9069 eV.

XYZ file:
```
40
Properties=species:S:1:pos:R:3:forces:R:3
H -0.7440 3.4584 0.4484 0.013 0.047 0.060
C -3.2761 1.2129 -0.0267 0.836 -0.033 -0.316
C -3.6010 -0.0036 -0.7189 -0.589 0.830 0.693
O -5.9198 2.8606 2.6080 -0.181 0.036 0.150
H -1.6049 -2.4300 0.7947 0.018 0.087 0.002
Se 6.1253 -2.1857 1.2326 -0.065 -0.025 0.025
H 2.1098 -3.2449 2.8046 -0.010 -0.065 0.003
H -4.6419 -0.3413 -0.6172 0.112 -0.057 -0.212
O -1.0549 1.3610 -0.9306 2.015 -1.499 -1.893
O -4.6443 4.5859 2.9164 -0.091 0.122 0.211
C -4.2266 1.7996 0.8098 -0.289 0.179 0.268
C -1.7175 3.0061 0.5741 0.475 -0.619 -0.473
H 3.4888 0.8551 -4.2558 -0.009 -0.057 -0.056
C 3.6549 -2.1551 0.8147 0.746 0.298 -0.408
C 1.5397 -2.8681 1.9657 -0.126 0.040 -0.131
H 1.0795 0.2648 -4.1051 -0.023 0.146 0.129
H 5.0544 -0.0160 -2.4942 0.031 0.056 -0.004
C -0.5249 -2.3869 0.8525 -0.400 -0.031 0.154
C -2.6632 3.5533 1.4009 -0.445 -0.026 -0.021
O -2.8453 -0.7013 -1.4006 1.925 -0.343 -0.407
N 1.2715 -0.6879 -2.2820 -1.000 1.243 0.478
N -4.9203 3.5156 2.4371 0.195 -0.142 -0.403
C -3.9154 2.9399 1.5128 0.298 -0.209 -0.175
C 4.2759 -1.4562 -0.2917 0.110 -0.413 0.822
C 2.2187 -2.2856 0.8892 -0.530 0.106 -0.167
C 0.1607 -2.9391 1.9302 0.209 -0.029 -0.058
C 3.1267 0.2794 -3.4168 -0.005 -0.224 0.003
C 3.4715 -0.9110 -1.3587 -0.450 -0.006 -0.319
C -1.9793 1.8191 -0.1603 -1.621 0.173 1.355
N 0.1150 -1.7905 -0.1424 -0.785 1.323 -1.419
Rh -0.7269 -0.4695 -1.6943 -0.998 -0.818 2.147
H -0.3933 -3.4074 2.7294 -0.066 -0.012 -0.001
N 4.4873 -2.6102 1.7145 -0.441 -0.278 0.437
C 1.4614 -1.7497 -0.1610 0.470 -0.085 0.326
C 3.9880 -0.1894 -2.4424 -0.165 -0.033 0.008
C 1.7714 -0.0147 -3.3183 0.206 0.041 -0.288
N 5.5795 -1.3739 -0.2255 0.089 0.365 -0.662
C 2.0873 -1.1053 -1.2932 0.586 -0.062 0.122
H -2.4579 4.4493 1.9719 -0.023 -0.005 -0.016
H -5.2098 1.3623 0.9282 -0.020 -0.021 0.036
```
Positions in Å, forces in eV/Å.


no.,F_max (Eh/bohr)
1,0.0610
2,0.0121
3,0.0813
4,0.0612